[1]
Entry from OMol25: the ion C5H4N3O2 with charge +1 (wB97M-V/def2-TZVPD).

XYZ file:
```
14
Properties=species:S:1:pos:R:3:forces:R:3
O 2.964 -0.857 0.074 0.413 -0.260 -0.178
N 2.044 -0.101 -0.012 -2.747 0.346 0.131
N 2.099 1.226 0.045 1.474 0.421 -0.071
C 0.884 1.718 0.004 -2.463 1.690 0.002
N -0.082 0.794 -0.049 3.268 -2.698 -0.286
C -1.452 0.660 -0.046 -0.162 0.650 0.627
C -1.982 -0.564 0.109 0.078 1.572 -0.629
O -1.299 -1.717 0.034 1.173 -0.290 0.056
C 0.009 -1.653 -0.072 0.915 -0.755 -0.258
C 0.645 -0.443 -0.086 0.121 -0.531 0.186
H 0.574 2.809 0.024 0.993 -1.459 -0.008
H -1.842 1.664 -0.051 -1.422 -0.383 0.071
H -2.973 -0.848 0.205 -1.979 0.449 0.129
H 0.411 -2.688 -0.180 0.338 1.249 0.227
```
Forces are in eV/Å.

As for the total charge: +1. For the orbital gap (spin up / spin down), the calculation gives 0.2745 / 0.2745 hartree. As for the SMILES: O=[n+]1ncn2ccocc1-2. For the HOMO energy (spin up / spin down), the calculation gives -13.7535 / -13.7508 eV. Its electronic energy is -13803.184 eV.


[2]
Entry from OMol25: an isolated molecule of C4H5FN2 (wB97M-V/def2-TZVPD).

XYZ file:
```
12
Properties=species:S:1:pos:R:3:forces:R:3
C -0.009 -2.922 0.818 -0.506 1.219 -0.375
C -0.732 -0.677 0.051 0.708 0.210 -0.377
C -0.486 -0.855 1.620 -1.058 0.588 -0.067
C 0.266 1.381 -1.035 0.101 0.550 -0.358
N 0.011 -2.136 1.776 0.677 -0.804 0.540
N -0.377 0.164 -0.722 -0.671 -1.370 0.693
F 0.354 0.125 2.079 0.250 0.073 -0.078
H 0.237 -3.965 0.909 0.118 -0.549 0.011
H -1.440 -0.728 2.153 0.189 -0.055 -0.159
H 0.256 1.508 -2.121 0.119 0.150 0.173
H 1.294 1.361 -0.678 0.022 0.009 0.011
H -0.259 2.218 -0.571 0.051 -0.021 -0.016
```
Forces are in eV/Å.

As for the total charge: 0. For the orbital gap (spin up / spin down), the calculation gives 0.3067 / 0.2685 hartree. For the HOMO energy (spin up / spin down), the calculation gives -8.0652 / -7.4068 eV. Its electronic energy is -9921.658 eV.


[3]
Entry from OMol25: a structure of composition C18H17N4O6Pb (wB97M-V/def2-TZVPD).

XYZ file:
```
46
Properties=species:S:1:pos:R:3:forces:R:3
Pb -0.336 -0.185 0.079 0.519 -1.611 0.236
O 4.196 -0.350 -3.245 0.242 -0.006 -0.546
C 3.234 -0.250 -4.175 0.245 -0.030 0.098
C 3.615 -0.203 -5.518 0.055 0.000 -0.043
C 2.665 -0.107 -6.515 -0.009 0.000 0.017
C 1.310 -0.053 -6.197 0.021 -0.004 0.044
C 0.934 -0.096 -4.867 -0.018 0.008 0.026
C 1.874 -0.190 -3.842 -0.310 -0.153 -0.061
C 1.396 -0.207 -2.431 0.149 0.391 -0.207
O 0.158 -0.052 -2.206 0.008 0.154 0.187
N 2.360 -0.316 -1.532 -0.003 -0.064 0.173
N 1.946 -0.176 -0.235 -0.347 -0.064 0.298
C 2.784 -0.414 0.701 0.026 0.205 0.003
C 2.577 -0.256 2.128 0.132 -0.072 0.057
C 3.763 -0.328 2.887 0.063 -0.042 -0.069
C 3.804 -0.172 4.251 -0.081 0.007 -0.033
C 2.595 0.062 4.916 -0.010 -0.006 -0.020
C 1.416 0.125 4.218 0.017 -0.012 -0.057
C 1.344 -0.033 2.806 -0.141 0.047 0.270
O 0.155 0.017 2.283 0.264 0.161 -0.728
H 3.715 -0.374 -2.372 -0.019 0.018 0.282
H 4.673 -0.248 -5.742 -0.009 0.002 -0.022
H 2.984 -0.074 -7.551 -0.007 0.001 -0.007
H 0.564 0.020 -6.977 -0.007 -0.001 -0.002
H -0.108 -0.057 -4.576 0.004 -0.001 -0.022
H 3.785 -0.721 0.394 0.019 0.058 -0.014
H 4.687 -0.508 2.347 -0.002 -0.001 0.008
H 4.741 -0.227 4.788 0.002 -0.001 0.006
H 2.584 0.190 5.993 -0.006 0.003 -0.001
H 0.473 0.295 4.720 0.006 0.007 0.022
C -3.886 2.028 -1.149 -0.076 -0.177 0.043
C -2.819 1.481 -0.247 -0.339 0.008 -0.188
N -2.702 0.248 0.063 0.320 0.218 0.031
O -3.478 -0.688 -0.573 0.066 -0.003 0.046
C -1.814 2.398 0.315 -1.020 0.162 -0.032
C -2.333 3.610 1.024 0.534 0.274 -0.138
N -0.557 2.112 0.160 -0.007 -0.677 0.528
O 0.376 2.847 0.562 0.037 0.063 -0.074
H -4.060 1.324 -1.963 0.007 0.007 -0.013
H -3.588 2.995 -1.547 -0.003 0.000 -0.004
H -4.830 2.143 -0.613 0.004 -0.001 0.018
H -2.956 -1.506 -0.391 0.049 0.107 -0.048
H -3.353 3.444 1.365 0.005 -0.012 -0.006
H -2.312 4.515 0.410 0.004 -0.011 -0.034
H -1.686 3.805 1.882 0.000 -0.012 0.014
O -0.753 -2.126 0.003 -0.384 1.061 -0.041
```
Forces are in eV/Å.

As for the total charge: -1. For the orbital gap, the calculation gives 0.2774 hartree. For the HOMO energy, the calculation gives -4.8555 eV. Its electronic energy is -42431.689 eV.


[4]
Entry from OMol25: a structure of composition C16H19B2F8N6Os (wB97M-V/def2-TZVPD).

XYZ file:
```
52
Properties=species:S:1:pos:R:3:forces:R:3
Os -0.045 0.471 0.277 0.310 0.175 -0.189
C -0.616 -1.928 -1.531 -0.081 -0.020 0.015
N -0.131 -1.315 0.694 -0.154 -0.307 -0.049
C -1.915 -3.261 1.633 -0.048 -0.111 0.088
C 0.679 -1.761 1.852 -0.096 -0.116 -0.013
C 1.896 -0.871 1.895 0.148 0.061 0.138
N 1.426 0.456 1.485 -0.536 -0.030 -0.425
C 2.165 1.599 1.778 0.094 0.182 0.078
C 1.617 2.857 1.488 -0.079 -0.034 -0.021
F 0.367 2.926 0.987 -0.065 -0.009 0.076
C 2.295 4.030 1.720 -0.039 0.111 -0.021
F 1.701 5.182 1.435 -0.011 -0.026 -0.009
C 3.573 4.010 2.240 0.014 0.071 0.010
C 4.139 2.788 2.526 0.096 -0.035 0.036
F 5.371 2.726 3.017 -0.030 -0.019 -0.016
C 3.462 1.603 2.306 0.029 -0.091 0.011
F 4.095 0.466 2.578 0.078 -0.033 0.001
H -0.439 -2.736 -2.236 0.010 -0.041 0.013
H 0.051 -1.111 -1.787 0.106 0.143 -0.045
H -2.277 -0.949 -0.878 -0.013 0.003 0.024
H -2.657 -4.040 1.800 -0.016 0.023 0.025
H -2.419 -2.297 1.716 0.018 -0.003 -0.002
H -1.175 -3.356 2.426 -0.068 -0.007 -0.102
H 0.952 -2.807 1.735 0.023 0.013 0.013
H 0.085 -1.627 2.755 0.016 -0.028 0.028
H 2.638 -1.188 1.160 0.079 -0.024 0.027
H 2.340 -0.860 2.886 -0.003 0.002 -0.022
H 4.118 4.928 2.414 -0.016 -0.010 -0.007
B -2.250 -0.483 -2.898 0.027 0.010 0.022
N -2.021 0.904 -2.161 -0.002 -0.043 -0.054
C -2.379 2.083 -2.656 -0.090 -0.038 -0.012
C -2.485 3.011 -1.626 0.009 0.048 -0.021
C -2.174 2.293 -0.493 -0.025 0.080 0.078
N -1.877 1.010 -0.805 0.311 0.017 0.061
N -2.039 -1.512 -1.700 -0.028 -0.127 -0.043
C -2.849 -2.724 -1.618 0.031 0.050 0.046
C -2.484 -3.631 -0.730 -0.017 0.021 -0.018
C -1.330 -3.463 0.236 -0.010 -0.092 0.053
N -0.392 -2.379 -0.196 0.012 0.215 0.088
H -1.431 -0.678 -3.751 -0.034 0.002 0.007
H -3.396 -0.547 -3.245 0.014 -0.010 -0.041
H -2.602 2.182 -3.708 0.025 0.002 0.039
H -2.769 4.046 -1.702 0.003 -0.035 0.016
H -2.135 2.610 0.537 -0.007 0.049 0.015
H -3.682 -2.791 -2.302 0.012 -0.005 0.006
H -3.048 -4.551 -0.643 0.033 0.009 0.008
H -0.753 -4.391 0.224 -0.015 -0.036 0.019
F 2.897 2.122 -2.265 -0.182 0.040 0.036
B 2.312 0.971 -1.913 0.376 -0.116 -0.090
F 1.844 0.164 -2.889 -0.148 0.021 0.090
F 2.909 0.308 -0.870 -0.200 0.076 -0.011
F 0.843 1.507 -1.200 0.138 0.020 0.044
```
Forces are in eV/Å.

As for the total charge: +1. For the orbital gap (spin up / spin down), the calculation gives 0.2681 / 0.2460 hartree. For the HOMO energy (spin up / spin down), the calculation gives -12.3499 / -12.4126 eV. Its electronic energy is -51397.185 eV.


[5]
Entry from OMol25: a cluster of 2 separate species, C4H6O3Si in total (wB97M-V/def2-TZVPD).

XYZ file:
```
14
Properties=species:S:1:pos:R:3:forces:R:3
C -1.654 0.602 0.072 -0.049 -1.181 -1.355
C -0.975 -0.562 -0.461 -6.189 -0.611 0.933
C -1.159 1.374 1.085 1.568 1.051 2.470
C 0.384 -0.752 -0.532 8.094 0.311 -0.259
O 1.002 -2.041 -0.645 -4.739 0.662 1.675
O 2.848 -0.634 0.287 -0.200 -0.786 0.826
O 2.388 1.978 -0.699 -1.795 -4.345 0.850
Si 1.924 0.450 -0.371 -0.733 3.826 -1.534
H -2.708 0.873 -0.442 2.361 -0.776 1.749
H -1.623 -1.519 -0.479 0.818 1.652 -0.868
H -1.910 2.099 1.456 1.081 -0.188 0.154
H 0.234 -2.591 -0.237 2.019 0.381 -1.198
H 3.744 -0.874 0.332 1.597 0.066 -0.034
H 0.107 1.286 2.055 -3.833 -0.063 -3.408
```
Forces are in eV/Å.

As for the total charge: 0. For the orbital gap (spin up / spin down), the calculation gives 0.2379 / 0.2611 hartree. Its spin multiplicity is 3. For the HOMO energy (spin up / spin down), the calculation gives -6.2643 / -9.7883 eV. Its electronic energy is -18258.767 eV. The expectation value of S² is 2.030.


[6]
Entry from OMol25: an isolated molecule of C6H9NS (wB97M-V/def2-TZVPD).

XYZ file:
```
17
Properties=species:S:1:pos:R:3:forces:R:3
C 1.471 1.909 -0.246 0.180 1.572 0.122
C 0.993 0.728 0.040 -0.143 -0.346 -0.182
S 1.866 -0.852 0.111 0.510 0.289 -0.020
C 0.313 -1.833 -0.268 0.215 -0.400 0.684
C -0.560 -0.758 -0.826 -0.306 0.400 0.294
C -1.732 0.215 -0.571 1.451 0.326 -0.729
C -0.408 0.345 0.230 -1.948 -0.815 -0.612
N -0.710 -0.142 1.566 0.746 -0.917 -0.074
H 2.514 2.167 -0.279 0.306 -0.219 -0.379
H 0.775 2.744 -0.375 0.210 -0.272 0.264
H 0.025 -2.250 0.688 -0.402 -0.292 -0.174
H 0.638 -2.612 -0.939 -0.189 -0.284 -0.284
H -0.050 -0.450 -1.734 -0.270 0.296 -0.084
H -2.627 -0.006 0.007 0.429 0.038 -0.052
H -1.859 0.865 -1.455 -0.124 -0.517 0.588
H 0.068 -0.735 1.904 -0.525 0.596 -0.058
H -0.719 0.666 2.148 -0.138 0.546 0.694
```
Forces are in eV/Å.

As for the total charge: 0. For the orbital gap, the calculation gives 0.3455 hartree. As for the SMILES: C=C1SC[C@H]2C[C@]12N. For the HOMO energy, the calculation gives -8.4971 eV. Its electronic energy is -18689.857 eV.